A molecular structure, C30H19Br2Cl5N3O6SSn at a distorted geometry, computed with ωB97M-V with the def2-TZVPD basis set.

Each line ends with the natural charge from an NBO analysis.
Geometry (Å):
Sn (0.13, 0.02, 1.14)  1.874
Cl (-0.22, -0.75, 4.21)  0.107
C (-1.77, -0.61, 3.50)  -0.112
C (-1.88, -0.55, 2.13)  -0.378
C (-3.10, -0.38, 1.51)  -0.019
Cl (-3.21, -0.25, -0.19)  0.074
C (-4.26, -0.29, 2.29)  -0.105
Cl (-5.78, -0.07, 1.54)  0.089
C (-4.16, -0.37, 3.68)  -0.075
Cl (-5.57, -0.22, 4.64)  0.099
C (-2.92, -0.54, 4.29)  -0.078
Cl (-2.79, -0.62, 6.00)  0.094
C (-2.05, -3.30, 0.66)  -0.662
C (-0.60, -3.60, 0.86)  0.262
C (-0.16, -4.83, 1.35)  -0.209
C (1.18, -5.05, 1.61)  -0.109
C (2.09, -4.03, 1.34)  -0.106
C (3.51, -4.03, 1.72)  -0.057
Br (4.33, -5.68, 2.13)  0.133
C (4.19, -2.89, 1.85)  -0.223
C (3.55, -1.60, 1.43)  0.083
Br (4.88, -0.32, 0.80)  0.048
C (2.51, -1.81, 0.35)  0.552
O (2.33, -1.09, -0.59)  -0.492
C (1.58, -2.89, 0.75)  0.092
N (0.28, -2.65, 0.53)  -0.447
H (-2.58, -4.19, 0.31)  0.241
H (-2.18, -2.49, -0.05)  0.237
H (-2.50, -3.00, 1.61)  0.239
H (-0.89, -5.61, 1.53)  0.238
H (1.51, -5.99, 2.03)  0.248
H (5.19, -2.84, 2.26)  0.261
N (1.86, 1.47, -1.70)  -0.739
C (0.95, 0.74, -2.31)  0.380
S (-0.41, 0.15, -1.43)  -0.137
N (1.12, 0.49, -3.62)  -0.566
C (0.34, -0.17, -4.61)  0.211
C (-1.02, -0.45, -4.50)  -0.267
C (-1.68, -1.07, -5.54)  -0.171
C (-1.01, -1.39, -6.71)  -0.208
C (0.34, -1.10, -6.83)  -0.182
C (1.01, -0.49, -5.78)  -0.256
H (1.71, 1.80, -0.75)  0.462
H (2.72, 1.75, -2.15)  0.402
H (1.99, 0.84, -4.00)  0.404
H (-1.56, -0.16, -3.62)  0.229
H (-2.73, -1.29, -5.45)  0.224
H (-1.53, -1.86, -7.53)  0.228
H (0.87, -1.33, -7.74)  0.229
H (2.07, -0.27, -5.87)  0.212
O (2.13, 4.51, 0.54)  -0.667
C (0.94, 5.05, 0.92)  0.435
C (0.76, 6.43, 0.96)  -0.320
C (-0.48, 6.96, 1.28)  -0.139
C (-1.55, 6.14, 1.60)  -0.250
C (-1.36, 4.77, 1.61)  -0.116
C (-0.13, 4.21, 1.26)  -0.275
C (-0.01, 2.73, 1.28)  0.814
O (-0.88, 2.04, 1.86)  -0.705
O (0.94, 2.15, 0.68)  -0.758
H (2.81, 5.19, 0.51)  0.489
H (1.59, 7.08, 0.72)  0.216
H (-0.60, 8.04, 1.28)  0.227
H (-2.51, 6.56, 1.83)  0.228
H (-2.16, 4.10, 1.89)  0.236
O (2.03, 0.02, 2.18)  -0.526
O (2.79, -1.10, 2.51)  -0.244

Properties
**Total charge**: +1
**LUMO energy**: -4.321 eV
**Multiplicity**: 1
**HOMO energy**: -0.409 Ha

A molecular structure, C30H19BrCoN4O at a distorted geometry, computed with ωB97M-V with the def2-TZVPD basis set.

Each line ends with the natural charge from an NBO analysis.
Geometry (Å):
Co (-1.11, -1.30, -1.05)  0.984
C (2.56, -3.09, -2.36)  -0.194
C (2.21, -4.43, -2.30)  -0.233
C (0.92, -4.79, -1.93)  -0.199
C (-0.01, -3.79, -1.64)  -0.067
C (0.32, -2.42, -1.70)  -0.272
C (1.62, -2.10, -2.06)  -0.242
C (-1.39, -4.06, -1.24)  0.244
C (-1.95, -5.36, -1.12)  -0.246
C (-3.26, -5.50, -0.77)  -0.109
C (-4.05, -4.35, -0.54)  -0.104
C (-5.42, -4.43, -0.19)  -0.168
C (-6.15, -3.29, 0.02)  -0.214
C (-5.53, -2.03, -0.10)  -0.188
C (-4.21, -1.93, -0.43)  -0.193
C (-3.44, -3.09, -0.66)  0.177
N (-2.12, -2.98, -1.00)  -0.463
H (3.57, -2.81, -2.65)  0.210
H (2.93, -5.20, -2.53)  0.212
H (0.65, -5.83, -1.87)  0.201
H (1.94, -1.07, -2.11)  0.199
H (-1.34, -6.23, -1.31)  0.224
H (-3.71, -6.48, -0.68)  0.219
H (-5.88, -5.41, -0.10)  0.213
H (-7.19, -3.36, 0.29)  0.219
H (-6.11, -1.14, 0.07)  0.220
H (-3.73, -0.96, -0.51)  0.230
Br (7.06, 6.75, 2.92)  0.051
C (5.33, 6.12, 2.46)  -0.086
C (4.69, 5.21, 3.29)  -0.232
C (3.43, 4.74, 2.95)  -0.237
C (2.81, 5.18, 1.78)  0.178
C (3.47, 6.11, 0.96)  -0.219
C (4.73, 6.57, 1.30)  -0.239
N (1.56, 4.72, 1.33)  -0.275
N (0.96, 3.95, 2.12)  -0.146
C (0.34, 2.81, 1.66)  -0.020
C (-0.35, 2.09, 2.62)  -0.091
C (-1.00, 0.89, 2.38)  -0.337
C (-1.01, 0.35, 1.10)  0.412
O (-1.64, -0.72, 0.75)  -0.761
C (-0.25, 1.05, 0.08)  0.076
N (-0.21, 0.42, -1.12)  -0.455
C (0.32, 1.03, -2.15)  0.056
C (0.88, 2.31, -2.04)  -0.249
C (0.94, 2.92, -0.82)  -0.146
C (0.37, 2.29, 0.31)  -0.005
H (5.17, 4.87, 4.19)  0.227
H (2.92, 4.03, 3.58)  0.236
H (2.97, 6.45, 0.06)  0.222
H (5.24, 7.28, 0.66)  0.228
H (-0.36, 2.52, 3.62)  0.226
H (-1.53, 0.37, 3.17)  0.228
H (0.33, 0.48, -3.09)  0.213
H (1.31, 2.78, -2.92)  0.226
H (1.40, 3.89, -0.71)  0.258

Properties
**LUMO energy (spin up / spin down)**: -0.791 / -0.788 eV
**Multiplicity**: 2
**HOMO energy (spin up / spin down)**: -0.258 / -0.259 Ha
**<S²>**: 0.7767

A molecular structure, C30H19BrN5OS2Sn, computed with ωB97M-V with the def2-TZVPD basis set.

Each line ends with the natural charge from an NBO analysis.
Geometry (Å):
Sn (0.67, -0.49, -0.78)  1.730
O (-1.87, -2.57, -2.76)  -0.567
N (-1.37, -3.52, -2.07)  0.075
C (-2.18, -4.47, -1.55)  -0.007
C (-1.70, -5.53, -0.83)  -0.236
C (-0.34, -5.64, -0.60)  -0.223
C (0.49, -4.65, -1.09)  -0.215
C (-0.02, -3.57, -1.82)  0.001
S (1.03, -2.33, -2.45)  -0.180
H (-3.23, -4.29, -1.76)  0.235
H (-2.40, -6.26, -0.44)  0.219
H (0.07, -6.46, -0.03)  0.213
H (1.55, -4.66, -0.91)  0.231
N (-4.45, 8.64, -0.53)  -0.329
C (-3.91, 7.63, -0.55)  0.291
C (-3.23, 6.36, -0.58)  -0.191
C (-1.84, 6.32, -0.64)  -0.180
C (-1.19, 5.10, -0.66)  -0.141
C (-1.92, 3.92, -0.63)  -0.042
C (-3.31, 3.96, -0.57)  -0.193
C (-3.97, 5.18, -0.54)  -0.162
C (-1.21, 2.61, -0.65)  0.194
C (-0.49, 2.28, 0.50)  -0.004
C (-0.49, 2.98, 1.73)  -0.208
C (0.27, 2.23, 2.61)  -0.331
C (0.71, 1.11, 1.91)  0.040
N (0.27, 1.12, 0.65)  -0.571
C (-1.36, 1.85, -1.80)  0.005
C (-2.02, 2.24, -3.00)  -0.184
C (-1.86, 1.22, -3.90)  -0.319
C (-1.09, 0.22, -3.24)  0.102
N (-0.80, 0.58, -2.00)  -0.570
H (-1.28, 7.25, -0.67)  0.225
H (-0.11, 5.06, -0.71)  0.228
H (-3.87, 3.04, -0.54)  0.238
H (-5.05, 5.22, -0.49)  0.226
H (-1.00, 3.90, 1.92)  0.217
H (0.48, 2.46, 3.65)  0.216
H (1.33, 0.29, 2.25)  0.229
H (-2.54, 3.17, -3.14)  0.218
H (-2.23, 1.16, -4.91)  0.220
H (-0.76, -0.73, -3.62)  0.260
Br (2.45, 0.93, -2.08)  -0.514
S (-3.59, -2.13, 0.83)  -0.244
C (-2.07, -1.75, 0.46)  0.250
N (-0.95, -1.48, 0.20)  -0.724
C (2.13, -1.30, 0.55)  -0.445
C (2.93, -1.82, 1.29)  0.001
C (3.91, -2.43, 2.14)  -0.142
C (4.50, -1.72, 3.19)  -0.189
C (5.45, -2.32, 4.00)  -0.213
C (5.83, -3.63, 3.78)  -0.226
C (5.26, -4.35, 2.74)  -0.231
C (4.31, -3.75, 1.92)  -0.136
H (4.20, -0.69, 3.35)  0.218
H (5.89, -1.75, 4.81)  0.207
H (6.57, -4.10, 4.42)  0.205
H (5.55, -5.37, 2.56)  0.207
H (3.86, -4.30, 1.10)  0.211

Properties
**Total charge**: -1
**LUMO energy**: 1.382 eV
**Multiplicity**: 1
**HOMO energy**: -0.198 Ha
**Energy relative to the best compared isomer or geometry (same formula, charge and spin)**: 0.0000 eV

no.,calculated total energy (eV)
1,-267529.8314
2,-147095.2943
3,-138462.2589